1.
10
Properties=species:S:1:pos:R:3 method="wB97M-V/def2-TZVPD" charge=+2 e_lumo_ha="-0.3555 / -0.3559" spin_multiplicity=2 e_above_lowest_ev=5.6120 max_force_ev_per_a=6.1 e_tot_ha=-371.70537
O 0.8080 0.9189 -0.6810
Sr 2.9647 -2.4681 0.4361
O 1.6652 -0.4520 0.8280
C 0.8083 0.3104 0.4327
O -0.6616 -0.0393 0.6589
C -0.9636 -1.1350 1.3399
H -2.0461 -1.0242 1.5453
C -0.5810 1.0669 -1.3534
H -1.5829 1.1770 -0.9508
H -0.4110 1.6454 -2.2557

=====

2.
7
Properties=species:S:1:pos:R:3 method="wB97M-V/def2-TZVPD" charge=-1 e_lumo_ha="0.0282 / 0.0292" e_above_lowest_ev=2.6065 max_force_ev_per_a=4.5 e_tot_ha=-1507.71317
C 0.2583 1.7370 2.0464
O 0.3126 -3.3106 -1.7144
O -1.5900 -2.3492 -2.9555
S -0.5025 -2.0977 -2.0706
Cl 1.8883 2.3023 2.3368
Cl -0.4285 2.9394 0.8641
H 0.0619 0.7789 1.4931